33
Properties=species:S:1:pos:R:3:forces:R:3 method="wB97M-V/def2-TZVPD" homo_lumo_gap_ha=0.3156 spin_multiplicity=1 total_energy_ev=-125428.4499 charge=-3
Rb 0.24841 -1.08779 -0.13638 0.070 0.637 0.016
P 0.94089 -1.78736 -3.78645 -0.358 1.016 0.723
F 2.39324 -2.25919 -3.18470 -0.447 -0.121 -0.581
F 1.07179 -0.39148 -2.92472 -0.333 -0.778 0.203
F 1.65259 -0.99826 -4.98943 0.046 -0.247 -0.489
F -0.55316 -1.37353 -4.26149 0.553 0.230 -0.001
F 0.80224 -3.10178 -4.71697 0.455 -0.327 0.487
F 0.25230 -2.53926 -2.47732 0.204 -0.112 -0.491
P 1.12312 3.03516 0.59128 -0.124 0.185 1.029
F 0.92114 1.73399 -0.34958 0.080 0.212 -0.806
F -0.46345 2.98490 0.94272 0.346 0.188 0.058
F 1.42420 2.00607 1.80988 0.239 0.134 -0.006
F 1.35780 4.27327 1.62645 -0.105 0.040 0.077
F 2.70550 3.10208 0.18512 -0.271 -0.280 0.109
F 0.81552 4.11835 -0.56693 -0.068 -0.440 -0.454
N -3.92556 1.45604 -2.69742 0.796 -2.976 1.588
S -4.57551 1.89631 -1.34591 -2.278 4.418 1.795
O -3.69549 2.18633 -0.24523 -0.413 -1.207 -0.298
O -5.90548 1.38724 -1.07531 1.000 0.227 -0.152
F -4.86732 3.41479 -1.82829 -0.414 -0.077 -0.332
S -3.38639 -0.01296 -2.11591 1.241 -1.943 -2.400
O -4.31372 -0.92744 -1.50906 -0.258 0.810 0.281
O -2.07305 -0.00307 -1.53520 -0.565 0.319 -0.644
F -3.28702 -0.66613 -3.56983 0.596 0.322 0.220
N 1.80319 -1.70477 5.06885 2.898 -3.565 -1.539
S 2.02751 -0.74845 3.86356 -3.459 6.111 -0.515
O 1.55381 -1.17215 2.56492 0.958 -0.268 0.627
O 3.10219 0.19439 3.98109 0.313 -1.234 -0.512
F 0.77929 0.21402 4.37448 0.533 -0.540 -0.542
S 2.84834 -2.93667 4.48250 -1.110 -1.681 3.034
O 4.25692 -2.68200 4.52926 -0.350 0.449 -0.574
O 2.30592 -3.79654 3.47184 0.297 0.618 0.148
F 2.66025 -3.81412 5.82418 -0.073 -0.122 -0.063

26
Properties=species:S:1:pos:R:3:forces:R:3 method="wB97M-V/def2-TZVPD" homo_lumo_gap_ha=0.2696 spin_multiplicity=1 total_energy_ev=-85086.7318 de_lowest_kcal_mol=32.85 charge=-3
Rb 0.70711 -0.54046 0.08130 -0.324 -0.045 -0.079
P 2.50829 2.36158 2.01845 -1.036 0.516 -1.234
F 2.66484 0.73941 1.87535 1.396 0.169 1.133
F 3.63894 2.53032 3.18126 -1.103 -0.399 0.219
F 3.70892 2.67145 0.97460 -0.099 -0.346 -0.315
F 2.07926 3.93051 2.00724 1.434 1.115 0.196
F 1.44633 2.16508 0.85055 -0.487 0.262 -2.607
F 1.24910 2.21085 2.95977 0.160 -1.129 2.678
P -0.95646 -0.80382 -3.68441 -0.699 0.455 1.453
F 0.45802 -0.62844 -4.45322 -0.530 1.023 -0.588
F -1.67655 0.37310 -4.63726 1.180 -0.811 1.101
F -1.44465 -1.97634 -4.69684 0.624 0.176 -0.952
F -2.38980 -1.06330 -2.95885 0.754 0.708 0.380
F -0.17421 -1.87573 -2.80302 -0.375 -1.257 0.761
F -0.49111 0.27416 -2.39640 -0.889 -0.286 -2.481
P -3.00785 0.67405 1.36367 2.374 -3.447 -2.526
F -2.99905 2.14485 0.61394 -0.525 -1.079 1.520
F -1.39264 0.70693 1.68727 -0.490 0.993 0.121
F -3.23983 1.24726 2.86487 -0.772 -0.395 -1.097
F -2.88488 -0.99049 1.74657 -1.018 1.264 1.966
F -4.60983 0.38699 1.06955 1.109 1.144 0.553
F -2.56218 -0.00101 -0.09841 -0.821 1.505 -0.320
N 2.36246 -3.62324 0.60396 -1.000 -0.961 1.615
O 2.55816 -3.27681 -0.53128 0.920 0.881 -2.651
O 1.50621 -3.01804 1.27895 -0.230 0.262 0.829
O 2.94141 -4.61885 1.08237 0.449 -0.318 0.324

7
Properties=species:S:1:pos:R:3:forces:R:3 method="wB97M-V/def2-TZVPD" homo_lumo_gap_ha="0.3211 / 0.3166" spin_multiplicity=1 total_energy_ev=-18291.8926 de_lowest_kcal_mol=125.11 charge=0
N -0.68765 -0.46679 1.49173 0.312 0.477 -0.184
O -0.12941 1.67920 -1.37980 -0.245 0.971 4.416
F 1.78093 -0.74513 0.36612 -2.163 0.988 -0.217
F -0.22165 -1.58556 -0.69782 0.907 2.078 0.940
P 0.20147 -0.32032 0.26202 0.677 -2.284 -2.189
H -0.96146 0.34121 2.01529 -0.127 0.291 0.500
H 0.01778 1.09739 -2.05755 0.640 -2.521 -3.266

9
Properties=species:S:1:pos:R:3:forces:R:3 method="wB97M-V/def2-TZVPD" homo_lumo_gap_ha="0.2598 / 0.2683" spin_multiplicity=3 s_squared=2.0047 total_energy_ev=-32089.6970 de_lowest_kcal_mol=9.00 charge=0
F 0.73440 1.61799 -1.71109 -0.366 0.882 1.142
F 0.77891 3.68843 -0.09196 -1.137 -0.979 -0.200
Si -0.25427 -2.72712 0.32736 1.893 2.253 -1.347
Si 0.16156 2.20058 -0.28123 1.235 -1.076 -1.687
S -1.75961 -2.70132 1.62964 -1.768 -0.204 1.615
H 0.34906 -3.69695 -0.46629 0.343 -1.633 -0.612
H 0.51572 -1.43562 0.23028 -0.468 -0.397 0.342
H 0.70244 1.33722 0.72184 0.643 -0.072 0.775
H -1.22822 1.71678 -0.35856 -0.374 1.226 -0.028

4
Properties=species:S:1:pos:R:3:forces:R:3 method="wB97M-V/def2-TZVPD" homo_lumo_gap_ha="0.4688 / 0.4688" spin_multiplicity=3 s_squared=2.0037 total_energy_ev=-6933.8574 de_lowest_kcal_mol=0.00 charge=0
N -0.43049 0.22815 -0.60676 -1.028 0.723 2.000
F -0.75070 1.35353 0.15730 0.505 -1.005 -1.177
F -0.82374 -0.75230 0.25328 0.365 0.341 -0.867
H 2.00494 -0.82938 0.19619 0.157 -0.059 0.044

6
Properties=species:S:1:pos:R:3:forces:R:3 method="wB97M-V/def2-TZVPD" homo_lumo_gap_ha="0.2844 / 0.2014" spin_multiplicity=3 s_squared=2.0068 total_energy_ev=-27619.9449 de_lowest_kcal_mol=46.12 charge=0
O 0.09591 0.71018 0.05399 -2.105 -4.966 -0.410
F 2.43536 1.40549 1.09579 0.874 0.801 0.761
F 2.54835 1.08351 -1.22522 0.449 1.165 -1.065
P 2.20968 0.27530 0.04398 0.420 -3.102 0.044
S 2.97847 -1.47549 0.01066 0.889 0.081 0.354
H 0.05831 1.59680 0.09490 -0.528 6.021 0.316

5
Properties=species:S:1:pos:R:3:forces:R:3 method="wB97M-V/def2-TZVPD" homo_lumo_gap_ha="0.2609 / 0.2612" smiles="F[PH](F)=S" spin_multiplicity=1 total_energy_ev=-25573.7821 de_lowest_kcal_mol=80.16 charge=0
F 0.75790 0.90012 -0.69738 -0.156 1.065 -0.130
P -0.28136 0.14789 0.17115 3.173 -3.861 -0.772
F -0.67951 -0.92780 -0.98853 0.326 0.414 1.475
S 1.65051 -0.88772 1.59817 -2.051 0.869 -0.899
H -1.44754 0.76750 -0.08340 -1.292 1.513 0.326

5
Properties=species:S:1:pos:R:3:forces:R:3 method="wB97M-V/def2-TZVPD" homo_lumo_gap_ha="0.1523 / 0.2830" spin_multiplicity=2 s_squared=0.7532 total_energy_ev=-33099.5156 charge=-1
P 1.00964 -1.13670 1.39520 -1.839 0.332 -1.756
F 1.94260 -1.51960 0.00977 -0.360 0.133 0.712
O -0.41112 -0.78656 0.78136 1.944 -0.483 0.999
F -0.72651 2.58527 -1.51842 0.094 0.670 -0.380
K -1.81460 0.85759 -0.66792 0.161 -0.652 0.425

5
Properties=species:S:1:pos:R:3:forces:R:3 method="wB97M-V/def2-TZVPD" homo_lumo_gap_ha="0.3788 / 0.2482" spin_multiplicity=1 total_energy_ev=-10453.8948 de_lowest_kcal_mol=40.48 charge=0
N 0.23425 -0.07261 0.76497 -1.268 1.403 2.562
N -0.52681 -0.15421 -0.11675 0.320 -1.458 -3.312
O 1.21639 -0.36102 1.31994 1.995 -0.695 0.125
F 0.76031 0.04999 -2.06732 -0.263 -0.040 0.265
F -1.68414 0.53785 0.09916 -0.784 0.791 0.360

4
Properties=species:S:1:pos:R:3:forces:R:3 method="wB97M-V/def2-TZVPD" homo_lumo_gap_ha="0.2205 / 0.2169" spin_multiplicity=1 total_energy_ev=-8951.8429 de_lowest_kcal_mol=105.31 charge=+1
N 0.03047 0.01053 0.34535 -1.143 -1.287 -3.680
O -0.28980 0.88723 0.91922 -0.509 1.711 1.556
F 1.10983 -0.67690 0.46819 1.132 -0.657 0.432
F -0.80523 -0.41106 -2.06554 0.521 0.234 1.692

9
Properties=species:S:1:pos:R:3:forces:R:3 method="wB97M-V/def2-TZVPD" homo_lumo_gap_ha=0.4353 spin_multiplicity=1 total_energy_ev=-37339.3082 de_lowest_kcal_mol=32.87 charge=0
O 1.48096 -2.62189 -1.78989 -2.316 2.238 2.792
O 0.15948 -0.53883 -2.08951 0.870 -3.450 4.272
O -1.32206 -0.06319 0.15293 2.874 -1.874 1.615
O 0.72435 1.23507 0.19869 -0.616 -4.430 1.834
F -0.73647 -2.51139 -0.75442 0.871 0.818 -0.165
F 0.04841 -0.13608 2.22919 0.422 -0.390 -2.492
O 1.05124 -1.31801 0.34995 -1.858 0.726 -1.102
S 0.52812 -1.67873 -1.17322 1.934 -1.997 -8.055
S 0.07016 -0.04007 0.60626 -2.180 8.358 1.299

13
Properties=species:S:1:pos:R:3:forces:R:3 method="wB97M-V/def2-TZVPD" homo_lumo_gap_ha="0.2609 / 0.1550" spin_multiplicity=5 s_squared=6.0122 total_energy_ev=-29897.2156 charge=-1
Pt 3.34365 -9.52989 -19.37432 0.241 2.783 1.350
Pt 5.07062 -7.66464 -15.86302 0.486 -2.674 -1.261
N 0.41281 -9.35638 -17.81071 -2.860 -0.353 -5.711
O 1.67889 -9.45641 -17.97495 2.091 -0.667 1.300
O -0.19648 -9.93708 -16.94579 1.056 0.499 1.117
O -0.19875 -8.84718 -18.82124 0.897 -0.083 2.267
N 5.62804 -5.39427 -19.02683 3.344 0.445 -3.415
O 6.67444 -5.53105 -19.73428 -0.854 0.581 0.525
O 4.85095 -4.49287 -19.23567 -1.009 0.392 0.616
O 5.49163 -6.27062 -18.19083 -1.629 -1.797 3.586
F 4.70200 -8.23392 -20.12722 -1.383 -1.706 0.020
F 4.25850 -8.85414 -17.44369 0.066 0.050 0.276
F 5.55142 -9.59318 -14.89869 -0.446 2.530 -0.669